Molecular formula: C17H19NO2
Method: DFT, ωB97M-V/def2-TZVPD

Calculated values
- LUMO energy: 0.63 eV
- E: -864.41165 a.u.
- SMILES: CC(C)(/N=C(\O)c1ccccc1)[C@H](O)c1ccccc1
- Relative energy (zero: lowest compared OMol25 entry of this formula, charge and spin): 54.4 kcal/mol

Each line ends with the natural charge from an NBO analysis.
Positions of all 39 atoms, in Å:
C -0.8583 -0.8651 2.8317  -0.616
C -0.1898 0.0452 1.8061  0.063
C 1.0712 0.6355 2.4965  -0.594
N 0.3233 -0.8360 0.6989  -0.553
C -0.4025 -1.5154 -0.1732  0.570
O -1.7456 -1.4154 -0.1531  -0.695
C 0.1893 -2.4002 -1.2109  -0.118
C -0.5815 -2.9135 -2.2713  -0.189
C -0.0293 -3.7473 -3.2155  -0.210
C 1.3175 -4.1654 -3.1172  -0.197
C 2.1048 -3.6934 -2.0540  -0.223
C 1.5496 -2.8290 -1.0994  -0.160
C -1.1142 1.2188 1.4417  0.058
O -2.3899 0.8734 0.8392  -0.760
C -0.5146 2.2779 0.4952  0.045
C -0.1715 1.9433 -0.8291  -0.243
C 0.3010 2.9875 -1.6547  -0.192
C 0.5060 4.2952 -1.1490  -0.223
C 0.2481 4.5499 0.1790  -0.202
C -0.3114 3.6049 1.0051  -0.256
H -0.1378 -1.5764 3.2269  0.221
H -1.2723 -0.2682 3.6499  0.205
H -1.6620 -1.4551 2.4083  0.217
H 1.6596 1.1540 1.7484  0.225
H 1.7111 -0.1326 2.9243  0.223
H 0.7985 1.3075 3.3198  0.200
H -1.9298 -0.6479 0.4075  0.513
H -1.6459 -2.6383 -2.3769  0.232
H -0.6877 -4.0885 -3.9936  0.213
H 1.7178 -4.8635 -3.8311  0.214
H 3.1565 -4.0002 -1.9286  0.218
H 2.1737 -2.5197 -0.2462  0.239
H -1.3603 1.6874 2.3751  0.179
H -2.8639 1.7369 0.6086  0.504
H -0.3078 0.9960 -1.3198  0.234
H 0.5510 2.7492 -2.6970  0.215
H 0.9245 5.1078 -1.7602  0.218
H 0.4092 5.5479 0.5678  0.210
H -0.5366 3.8526 2.0509  0.216

Molecular formula: C28H30ClN5O5
Method: DFT, ωB97M-V/def2-TZVPD

Calculated values
- LUMO energy: -0.02 eV
- E: -2195.21425 a.u.
- SMILES: O=C(Nc1ccnc(NC(=O)C2CC2)c1)c1ccccc1Cl.CNC(=O)[C@H](Cc1ccc(O)cc1)NC(C)=O

Each line ends with the natural charge from an NBO analysis.
Positions of all 69 atoms, in Å:
O -1.2903 -5.2287 1.8171  -0.569
C -0.2480 -4.8355 2.3239  0.664
N 0.4230 -3.7448 1.8040  -0.620
C -0.1145 -2.7730 0.9797  0.212
C -0.5455 -2.9896 -0.3146  -0.266
C -0.9630 -1.8990 -1.0745  0.053
N -0.9918 -0.6420 -0.5871  -0.515
C -0.6294 -0.4405 0.6852  0.397
N -0.7966 0.8626 1.1097  -0.605
C -0.7679 1.3562 2.3994  0.694
O -0.4228 0.6904 3.3655  -0.624
C -1.2037 2.7996 2.6512  -0.340
C -2.1490 3.0834 3.8221  -0.393
C -0.6987 3.5430 3.8932  -0.402
C -0.1455 -1.4868 1.4663  -0.300
C 0.3204 -5.4131 3.5608  -0.185
C 1.0110 -4.5630 4.4566  -0.175
C 1.6409 -5.0659 5.5952  -0.217
C 1.5778 -6.4285 5.8771  -0.178
C 0.8659 -7.2775 5.0275  -0.228
C 0.2336 -6.7874 3.8785  0.027
Cl -0.6068 -7.9462 2.8730  0.041
H 1.1992 -3.4419 2.3770  0.401
H -0.5484 -3.9887 -0.7348  0.241
H -1.2811 -2.0667 -2.0992  0.207
H -1.1284 1.4966 0.3955  0.420
H -1.3464 3.3908 1.7424  0.226
H -2.4475 2.2425 4.4583  0.233
H -2.9173 3.8501 3.6799  0.221
H -0.5077 4.6168 3.7997  0.225
H -0.0326 3.0133 4.5830  0.235
H 0.1955 -1.3252 2.4765  0.250
H 1.0587 -3.4898 4.2935  0.213
H 2.1730 -4.3969 6.2660  0.223
H 2.0676 -6.8281 6.7610  0.225
H 0.8000 -8.3375 5.2543  0.234
C -3.1733 1.6010 -2.6636  -0.417
N -1.7847 1.1655 -2.7970  -0.629
C -0.9505 1.5596 -3.7674  0.669
O -1.2820 2.3985 -4.6002  -0.658
C 0.4761 0.9719 -3.7434  -0.113
C 1.5596 2.0373 -3.5098  -0.422
C 1.4036 2.7910 -2.2021  -0.056
C 2.1397 2.3954 -1.0678  -0.184
C 2.0155 3.1079 0.1407  -0.320
C 1.1429 4.2147 0.2161  0.368
O 1.0256 4.9152 1.3726  -0.688
C 0.3875 4.5952 -0.9108  -0.303
C 0.5244 3.8890 -2.1204  -0.182
N 0.8361 0.0857 -4.8676  -0.615
C 0.8289 0.2452 -6.1934  0.678
C 0.4171 1.5347 -6.8708  -0.703
O 1.1891 -0.6914 -6.8893  -0.639
H -3.2872 2.6247 -3.0267  0.226
H -3.8188 0.9456 -3.2505  0.201
H -3.4763 1.5576 -1.6169  0.201
H -1.4364 0.5084 -2.1062  0.431
H 0.5126 0.3369 -2.8581  0.207
H 1.5481 2.7623 -4.3218  0.225
H 2.5372 1.5532 -3.5203  0.220
H 2.8103 1.5493 -1.1285  0.213
H 2.5894 2.8097 1.0044  0.210
H 1.6928 4.6625 2.0117  0.483
H -0.2751 5.4451 -0.8422  0.225
H -0.0415 4.1972 -2.9913  0.236
H 1.1561 -0.8331 -4.6074  0.407
H 0.7952 1.5288 -7.8917  0.235
H 0.8228 2.3943 -6.3483  0.218
H -0.6689 1.5921 -6.8948  0.251

Molecular formula: C19H18ClCoN6O7S
Method: DFT, ωB97M-V/def2-TZVPD

Calculated values
- LUMO energy (spin up / spin down): -2.50 / -3.08 eV
- E: -3831.08922 a.u.

Each line ends with the natural charge from an NBO analysis.
Positions of all 53 atoms, in Å:
Co 0.1419 3.2534 -0.4685  1.348
Cl 0.1750 4.0963 -2.4099  -0.503
N -1.5661 2.5105 -0.2805  -0.513
C -1.8571 1.5639 0.3601  0.498
C -2.2019 0.4079 0.9746  -0.507
C -2.8257 0.3747 2.2532  0.284
N -3.3303 0.3268 3.2853  -0.285
C -1.8319 -0.7815 0.2903  0.340
N -1.5169 -1.7069 -0.3183  -0.386
O -2.1719 4.6167 3.9311  -0.669
C -1.5043 3.4854 4.1880  0.460
C -1.7824 2.8211 5.3844  -0.296
C -1.1405 1.6415 5.6831  -0.131
C -0.1989 1.0878 4.8118  -0.263
C 0.0897 1.7413 3.6383  -0.130
C -0.5510 2.9448 3.3051  -0.340
C -0.2643 3.6274 2.0437  0.785
O -0.8635 4.6312 1.6548  -0.664
O 0.6652 3.0967 1.2638  -0.753
H -1.8945 4.9339 3.0446  0.512
H -2.5247 3.2457 6.0458  0.231
H -1.3804 1.1295 6.6062  0.219
H 0.2947 0.1579 5.0580  0.219
H 0.8160 1.3390 2.9483  0.220
C -1.3962 -4.6882 -2.4295  -0.629
C -0.0113 -4.9892 -2.9794  -0.663
S 0.8098 -3.5703 -3.6562  2.187
O -0.1211 -2.8315 -4.4768  -0.959
O 2.0690 -3.9903 -4.2135  -0.944
C 1.1637 -2.5384 -2.2463  -0.703
C 1.8468 -1.2820 -2.7736  -0.228
N 1.7797 -0.1743 -1.8088  -0.298
C 0.8411 0.7845 -1.8467  0.475
N 1.0782 1.6726 -0.8759  -0.470
C 2.1859 1.2751 -0.1833  -0.002
C 2.6222 0.1301 -0.7589  0.144
N 3.7341 -0.6720 -0.3348  0.530
O 4.4270 -0.2065 0.5413  -0.341
O 3.8837 -1.7559 -0.8677  -0.378
C -0.2669 0.8030 -2.8323  -0.693
H -1.8537 -5.6139 -2.0816  0.226
H -2.0268 -4.2597 -3.2059  0.234
H -1.3627 -3.9948 -1.5913  0.234
H -0.0386 -5.6765 -3.8279  0.255
H 0.6692 -5.4067 -2.2360  0.240
H 1.8081 -3.0853 -1.5585  0.258
H 0.2150 -2.3052 -1.7654  0.274
H 1.3437 -0.9335 -3.6746  0.246
H 2.8877 -1.4712 -3.0106  0.260
H 2.5732 1.8110 0.6640  0.277
H 0.1216 0.9403 -3.8429  0.258
H -0.9416 1.6241 -2.6199  0.272
H -0.8169 -0.1403 -2.8002  0.261

Molecular formula: C3H3N3O
Method: DFT, ωB97M-V/def2-TZVPD

Calculated values
- LUMO energy: 0.04 eV
- E: -355.60012 a.u.
- SMILES: O=Cn1cncn1
- Relative energy (zero: lowest compared OMol25 entry of this formula, charge and spin): 25.0 kcal/mol

Each line ends with the natural charge from an NBO analysis.
Positions of all 10 atoms, in Å:
O -2.3942 -0.3318 0.8855  -0.509
C -1.4179 0.3543 1.0168  0.561
N -0.2419 0.1181 0.2783  -0.281
C 0.1065 -1.0188 -0.3897  0.211
N 1.2976 -0.9011 -0.8958  -0.453
C 1.5792 0.4134 -0.6635  0.147
N 0.7266 1.0612 0.0980  -0.266
H -1.3175 1.1944 1.7202  0.151
H -0.5817 -1.7877 -0.6908  0.230
H 2.2432 0.8980 -1.3590  0.208

Molecular formula: C19H16AuBBrF5N5S2Se
Method: DFT, ωB97M-V/def2-TZVPD

Calculated values
- LUMO energy: 1.38 eV
- E: -7439.02798 a.u.
- Net charge: -1

Each line ends with the Mulliken charge.
Positions of all 51 atoms, in Å:
Au 0.3770 0.8107 0.5276  0.582
C -1.3269 3.9757 -2.4560  -0.878
N -2.1239 3.4414 -1.3549  0.287
C -3.3510 3.1269 -1.4114  -0.480
C -3.7234 2.4014 -0.1934  -0.265
N -2.5003 2.4404 0.5982  0.613
B -2.5009 2.1461 2.1804  -0.555
N -2.5500 0.6194 2.5030  0.461
C -3.7407 -0.0896 2.5276  -0.626
C -3.4591 -1.3884 2.7162  -0.527
N -2.0859 -1.4754 2.8278  0.302
C -1.3444 -2.7201 2.9015  -0.925
C -1.5369 -0.2481 2.7074  -0.026
S 0.1631 0.0437 2.8462  -0.614
C -1.5491 3.0411 -0.0747  -0.248
S 0.0611 3.3027 0.2363  -0.414
H -2.0043 4.3043 -3.2384  0.335
H -0.6895 3.1688 -2.8120  0.342
H -0.7088 4.7895 -2.0916  0.357
H -3.9704 3.3555 -2.2624  0.588
H -4.5247 2.9056 0.3527  0.223
H -1.5268 2.6675 2.6427  -0.076
H -3.5535 2.6215 2.5711  -0.151
H -4.6876 0.3904 2.3695  0.691
H -4.0943 -2.2552 2.7222  0.397
H -2.0296 -3.5035 3.2186  0.331
H -0.5260 -2.6286 3.6097  0.357
H -0.9401 -2.9655 1.9190  0.295
Br 3.1031 2.4586 -1.8471  -0.143
C 3.3617 0.8246 -0.9156  0.244
C 4.5949 0.5933 -0.3244  -0.438
C 4.7609 -0.6015 0.3530  -0.188
C 3.7082 -1.5000 0.4116  -0.663
C 2.5143 -1.1535 -0.1951  0.002
N 2.3333 0.0091 -0.8432  -0.467
H 5.3830 1.3287 -0.3943  0.377
H 5.7042 -0.8221 0.8379  0.365
H 3.7981 -2.4454 0.9281  0.389
H 1.6529 -1.8102 -0.1695  0.447
F -6.7085 -0.3440 -2.1742  -0.336
C -5.3475 -0.6227 -2.1242  0.536
C -4.4464 0.5356 -1.9590  0.356
F -4.0193 1.3242 -3.0137  -0.378
C -4.3605 1.0336 -0.5552  0.912
F -5.4954 0.9204 0.2375  -0.534
C -3.5292 -0.1813 -0.9644  -0.006
Se -1.6062 -0.3376 -1.0546  -0.222
C -4.4941 -1.3628 -1.1033  0.532
F -4.8886 -1.9694 0.0718  -0.273
C -4.7745 -1.9265 -2.4165  -1.675
F -3.6926 -1.9084 -3.3520  -0.214